# 1
{
  "formula": "C23H42Cl2EuN2O6P",
  "method": "wB97M-V/def2-TZVPD",
  "homo_energy_ev": [-7.6, -7.6],
  "multiplicity": 7,
  "lumo_ha": [-0.028, 0.005],
  "species": ["O", "C", "C", "C", "H", "C", "H", "C", "H", "C", "H", "C", "H", "H", "C", "C", "H", "H", "H", "C", "C", "H", "H", "H", "H", "Eu", "Cl", "Cl", "H", "H", "C", "C", "N", "H", "C", "O", "H", "H", "H", "H", "H", "H", "C", "C", "N", "H", "C", "O", "H", "H", "H", "H", "C", "C", "O", "P", "O", "C", "C", "O", "C", "C", "H", "H", "H", "H", "H", "H", "H", "H", "H", "H", "H", "H", "H", "H", "H"],
  "xyz": [[0.198362, 0.062357, -2.110129], [-0.731414, 0.315626, -3.082549], [-0.422172, 1.654913, -3.765833], [0.391922, 2.618527, -3.164238], [0.762840, 2.469140, -2.143048], [0.670244, 3.813603, -3.832869], [1.345074, 4.528336, -3.365830], [0.069216, 4.091810, -5.062459], [0.269363, 5.030404, -5.580444], [-0.773141, 3.140848, -5.648718], [-1.265402, 3.337684, -6.600946], [-0.985231, 1.912667, -5.018752], [-1.648820, 1.147857, -5.435338], [-0.666247, -0.481527, -3.842736], [-2.696763, -1.102540, -2.199562], [-2.180179, 0.251654, -2.551576], [-3.791832, -1.109606, -2.197902], [-2.359767, -1.401552, -1.199741], [-2.366166, -1.871789, -2.909515], [-2.840924, 1.389363, -2.286900], [-4.187063, 1.502244, -1.660893], [-2.349156, 2.338292, -2.476945], [-4.897101, 1.974840, -2.355210], [-4.116875, 2.146119, -0.776145], [-4.593745, 0.532521, -1.349844], [0.377928, 0.174584, 0.169036], [1.071027, 2.751428, 0.368613], [-2.188991, 0.733742, 0.716222], [4.762559, 1.398995, -2.939033], [5.086074, 1.745298, -0.306467], [3.698085, 1.443765, -2.661860], [4.010698, 1.562545, -0.186273], [3.484665, 0.851687, -1.348255], [3.105418, 0.880861, -3.393741], [3.051308, -0.414521, -1.259494], [2.592073, -0.923862, -0.214023], [3.814381, 0.987228, 0.723374], [3.072695, -0.966877, -2.217351], [3.371691, 2.490798, -2.657783], [3.483903, 2.518902, -0.105588], [-0.466430, -5.505898, 0.479045], [1.362574, -5.827502, -1.432609], [-0.972143, -4.917355, -0.298601], [0.823900, -5.064505, -2.019543], [0.001570, -4.235809, -1.142136], [-1.641687, -4.189650, 0.164541], [0.291668, -2.948240, -0.949396], [-0.256383, -2.222064, -0.092166], [1.540920, -4.405726, -2.529787], [1.064823, -2.553428, -1.630690], [-1.539986, -5.614302, -0.920373], [0.188839, -5.579149, -2.757336], [-3.210982, 0.325187, 4.691264], [-2.189251, 0.341284, 3.612180], [-1.584905, -0.961428, 3.597556], [-0.203825, -1.675674, 3.127794], [0.422616, -2.053477, 4.605430], [-0.122051, -1.414867, 5.814341], [0.212402, 0.040703, 5.896725], [0.728656, -0.346922, 2.640853], [2.127187, -0.148546, 3.165969], [2.306367, 1.315472, 3.441000], [-3.901107, -0.506407, 4.538109], [-3.767510, 1.259808, 4.666778], [-2.754438, 0.203059, 5.676249], [-2.675704, 0.446074, 2.624752], [-1.487316, 1.179268, 3.693367], [-1.207724, -1.589804, 5.850583], [0.304545, -1.949242, 6.669214], [-0.374373, 0.593479, 5.151468], [-0.068743, 0.416332, 6.887657], [1.280382, 0.236827, 5.738477], [2.297256, -0.734708, 4.077212], [2.787195, -0.547163, 2.376505], [1.415551, 1.761782, 3.893113], [3.164330, 1.472438, 4.106793], [2.475257, 1.873827, 2.516432]],
  "atomic_forces_ev_per_a": [[0.9, -0.4, 2.7], [-0.6, 0.5, -0.4], [0.0, -0.2, -0.2], [-0.1, -0.1, 0.0], [0.0, 0.0, -0.6], [-0.3, -0.1, -0.1], [-0.2, 0.0, -0.1], [0.1, -0.2, -0.1], [-0.1, -0.2, 0.2], [0.0, -0.3, 0.1], [0.2, 0.1, 0.2], [0.0, 0.3, 0.3], [0.2, 0.4, -0.1], [0.1, 0.1, -0.3], [-0.3, -0.3, 0.0], [0.4, 1.2, -0.1], [0.2, -0.1, 0.0], [-0.1, 0.0, -0.1], [0.0, 0.1, 0.0], [0.3, -0.7, -0.2], [-0.4, 0.0, 0.0], [0.0, -0.1, -0.2], [0.1, -0.1, 0.1], [-0.1, -0.2, -0.1], [0.1, 0.3, 0.0], [-1.2, 0.3, -1.7], [-0.1, -0.4, 0.1], [1.1, -0.2, -1.0], [-0.2, 0.1, 0.1], [-0.2, -0.2, -0.1], [0.3, -0.2, -0.2], [-0.3, 0.5, 0.0], [0.4, -1.0, 0.1], [0.1, 0.3, 0.1], [-0.3, 0.9, -0.1], [0.3, 0.1, -0.2], [0.1, 0.1, -0.3], [-0.2, 0.2, 0.3], [0.0, -0.3, 0.0], [0.2, -0.2, 0.1], [-0.1, 0.2, -0.1], [-0.1, 0.3, -0.2], [0.0, -0.2, 0.0], [-0.1, 0.1, 0.0], [0.1, 0.0, 0.2], [0.2, -0.1, -0.1], [-0.3, 0.5, 0.4], [0.7, -0.5, -0.7], [-0.2, -0.4, 0.1], [-0.2, 0.0, 0.2], [0.0, 0.1, 0.1], [0.2, 0.2, 0.2], [-0.2, 0.0, 0.7], [-0.8, 0.0, -1.0], [1.1, -0.5, -0.4], [-0.8, -0.1, 1.0], [-0.6, 0.6, 0.2], [0.1, -0.9, 0.0], [-0.2, 0.6, 0.0], [1.0, 0.1, 0.5], [-0.6, -0.4, -0.4], [0.3, 0.6, -0.3], [0.0, 0.1, 0.0], [-0.1, 0.1, 0.1], [-0.1, 0.1, 0.1], [0.3, 0.0, 1.2], [0.2, -0.4, 0.0], [0.4, 0.1, -0.1], [0.2, -0.1, -0.3], [0.4, 0.0, 0.3], [0.1, 0.0, -0.1], [-0.3, -0.1, 0.1], [-0.4, -0.1, -0.4], [-0.1, 0.3, 0.3], [0.2, -0.2, 0.1], [-0.1, 0.0, -0.1], [0.0, 0.0, 0.1]]
}

***

# 2
{
  "formula": "C23H42Cl2N2NdO6P",
  "method": "wB97M-V/def2-TZVPD",
  "homo_energy_ev": [-5.7, -5.8],
  "multiplicity": 4,
  "lumo_ha": [0.013, 0.013],
  "species": ["O", "C", "C", "C", "H", "C", "H", "C", "H", "C", "H", "C", "H", "H", "C", "C", "H", "H", "H", "C", "C", "H", "H", "H", "H", "Nd", "Cl", "Cl", "C", "O", "N", "C", "C", "H", "H", "H", "H", "H", "H", "H", "H", "H", "C", "C", "N", "H", "C", "O", "H", "H", "H", "H", "C", "C", "O", "P", "O", "C", "C", "O", "C", "C", "H", "H", "H", "H", "H", "H", "H", "H", "H", "H", "H", "H", "H", "H", "H"],
  "xyz": [[-4.672164, -1.209436, 1.266109], [-5.836588, -0.868134, 1.123234], [-6.810239, -1.518205, 0.214284], [-6.417851, -2.609397, -0.572630], [-5.399198, -2.974522, -0.509293], [-7.343763, -3.206252, -1.423313], [-7.050339, -4.051566, -2.036999], [-8.653207, -2.720241, -1.490493], [-9.371149, -3.184850, -2.151597], [-9.034151, -1.628614, -0.698504], [-10.053000, -1.253915, -0.753541], [-8.114540, -1.035479, 0.146328], [-8.398723, -0.187832, 0.765293], [-6.261021, -0.018416, 1.694489], [-1.741250, 2.561632, -2.271507], [-0.416623, 2.587254, -1.792595], [-1.898743, 3.415164, -2.949695], [-2.492710, 2.646618, -1.467976], [-2.022614, 1.651911, -2.828802], [0.530055, 3.394029, -1.822005], [0.463072, 4.749695, -2.503066], [1.525042, 3.256681, -1.344069], [-0.489596, 4.879284, -3.045900], [1.274574, 4.888225, -3.225589], [0.537897, 5.566134, -1.779127], [0.072992, 0.720652, -0.680783], [-0.261842, -0.745986, -2.580540], [-2.162728, 0.513548, 0.313533], [2.426877, 1.145622, -2.458006], [2.184283, 0.921260, -1.192413], [3.613230, 1.415146, -2.797874], [4.719539, 1.514911, -1.851913], [3.930196, 1.662515, -4.193821], [1.628173, 1.102474, -3.199628], [4.332787, 1.334458, -0.847996], [5.174027, 2.514117, -1.898301], [5.495807, 0.772264, -2.087043], [3.013526, 1.567156, -4.788764], [4.666404, 0.938455, -4.564040], [4.334420, 2.673132, -4.331208], [2.353015, 3.364735, 3.681441], [0.981877, 1.696856, 5.186036], [1.423591, 3.487116, 3.105143], [0.137242, 1.899381, 4.516282], [0.610786, 2.270640, 3.180413], [1.661397, 3.670074, 2.058039], [0.283787, 1.588418, 2.190049], [0.741699, 1.939337, 1.032976], [-0.472881, 0.996286, 4.428503], [-0.352389, 0.713367, 2.294107], [0.873289, 4.342253, 3.516413], [-0.470613, 2.699679, 4.949852], [0.175336, -4.403378, -0.293046], [-0.106882, -3.849999, 1.096196], [1.039565, -3.028986, 1.551292], [1.006656, -1.562151, 0.864468], [2.167806, -1.814423, -0.345781], [3.177946, -2.884627, -0.224656], [4.546506, -2.328788, 0.022111], [1.424725, -0.809569, 2.309379], [2.771073, -0.251599, 2.352398], [3.554365, -0.937253, 3.428752], [-0.680209, -5.016512, -0.579220], [1.072338, -5.034669, -0.276385], [0.301087, -3.613724, -1.043791], [-1.001708, -3.213117, 1.112449], [-0.223637, -4.630184, 1.801700], [3.147152, -3.431759, -1.139016], [2.915705, -3.600050, 0.584904], [4.658922, -1.876441, 1.017340], [5.256850, -3.164705, -0.015310], [4.816276, -1.600153, -0.749323], [3.235365, -0.330511, 1.344237], [2.690233, 0.802662, 2.553970], [3.640186, -2.012693, 3.248723], [4.554109, -0.486541, 3.457453], [3.068572, -0.768463, 4.397666]],
  "atomic_forces_ev_per_a": [[-1.7, 0.3, -0.1], [1.3, -0.3, 0.2], [0.2, -0.4, -0.3], [-0.4, 0.1, 0.0], [-0.1, 0.1, 0.0], [-0.1, 0.2, 0.1], [0.0, 0.1, 0.1], [0.3, 0.4, 0.4], [0.0, 0.0, 0.0], [-0.2, -0.5, -0.4], [0.2, 0.0, 0.0], [0.2, 0.1, 0.1], [0.0, -0.1, -0.1], [0.1, 0.0, 0.0], [-2.8, 1.3, -1.7], [-1.8, -3.7, 1.0], [-0.6, 0.0, -0.3], [0.3, 0.0, -0.2], [0.3, 0.2, 0.2], [3.9, 5.2, -1.0], [-0.2, 0.4, -0.3], [-0.5, -0.2, 0.0], [0.4, 0.0, 0.2], [0.0, 0.0, 0.0], [0.0, 0.1, 0.0], [-1.0, -0.8, 0.5], [-0.3, -2.2, -2.8], [-2.4, -0.3, 1.4], [-2.6, -1.4, 4.8], [2.8, 0.6, -3.6], [3.3, 0.9, -1.9], [0.1, 0.0, 0.3], [0.0, 0.1, -0.5], [0.1, 0.0, 0.0], [0.1, 0.0, -0.2], [-0.2, -0.2, -0.1], [-0.3, 0.2, 0.0], [0.3, 0.0, 0.1], [-0.1, 0.1, 0.1], [-0.1, -0.2, 0.1], [-0.3, -0.1, -0.1], [-0.1, 0.1, -0.2], [0.2, 0.0, -0.2], [-0.1, -0.1, 0.0], [0.7, 2.4, 5.2], [0.0, 0.0, 0.2], [0.4, -0.6, -5.8], [-0.2, 0.0, 3.5], [0.1, 0.2, 0.1], [-0.2, 0.2, 0.2], [0.0, -0.3, -0.1], [0.1, -0.1, -0.1], [-0.2, -0.1, 0.2], [0.8, 1.1, -1.0], [-1.4, -0.7, -0.1], [0.2, -1.6, 0.3], [0.3, -0.4, 2.2], [-0.7, 0.4, 1.2], [0.6, 0.1, 0.1], [1.8, 0.2, -1.5], [-0.3, -0.4, -0.6], [0.4, 0.1, 0.2], [0.0, -0.1, -0.2], [-0.2, 0.1, 0.0], [-0.1, -0.1, 0.2], [0.1, -0.2, -0.1], [0.0, -0.7, 0.8], [-0.1, -0.2, -0.8], [0.0, 0.6, -0.5], [-0.1, -0.1, -0.3], [0.0, 0.2, -0.1], [0.0, -0.1, 0.2], [-0.2, 0.0, 0.7], [-0.1, 0.5, 0.1], [0.0, 0.1, 0.1], [0.0, -0.2, 0.1], [0.1, -0.2, -0.2]]
}

***

# 3
{
  "formula": "C23H42FGaNO5",
  "method": "wB97M-V/def2-TZVPD",
  "homo_energy_ev": -4.6,
  "charge": -1,
  "multiplicity": 1,
  "lumo_ha": 0.083,
  "species": ["C", "C", "C", "F", "Ga", "C", "C", "C", "N", "C", "C", "H", "H", "H", "H", "H", "H", "H", "H", "H", "H", "H", "H", "C", "C", "O", "C", "H", "H", "H", "H", "H", "H", "C", "C", "O", "C", "H", "H", "H", "H", "H", "H", "C", "C", "O", "C", "H", "H", "H", "H", "H", "H", "C", "C", "O", "C", "H", "H", "H", "H", "H", "H", "C", "C", "O", "C", "H", "H", "H", "H", "H", "H"],
  "xyz": [[3.528298, 1.406266, -1.215191], [3.023315, 2.844466, -1.375009], [2.158582, 3.138429, -2.612860], [3.023071, 3.643753, -3.631728], [1.085391, 1.558335, -3.398798], [-0.734749, 1.477601, -2.449149], [-1.481966, 2.596219, -2.065664], [-2.702546, 2.472730, -1.432847], [-3.369792, 1.358522, -1.135345], [-2.649700, 0.293546, -1.539302], [-1.409696, 0.267200, -2.133138], [2.762125, 0.734141, -0.830468], [4.320653, 1.407361, -0.456977], [3.888966, 0.991440, -2.154038], [2.454052, 3.121635, -0.481383], [3.916742, 3.479832, -1.432774], [1.471597, 3.945730, -2.328400], [1.848712, 0.163127, -3.270445], [0.785903, 1.802322, -4.961470], [-1.096286, 3.590948, -2.263828], [-3.201173, 3.399851, -1.133735], [-3.130387, -0.674287, -1.359911], [-0.946894, -0.686013, -2.369132], [-0.383487, 1.184758, 1.061547], [0.609214, 0.350831, 1.827677], [1.805105, 0.460014, 1.653934], [0.056925, -0.633725, 2.831347], [0.146193, 1.846941, 0.380132], [-1.048027, 0.546730, 0.480672], [-0.963428, 1.787224, 1.764853], [-0.586724, -1.358063, 2.332269], [-0.512157, -0.098377, 3.595711], [0.870779, -1.160121, 3.306693], [2.170576, -5.216684, 4.010397], [1.497878, -3.930359, 4.433744], [0.824405, -3.289647, 3.660455], [1.704598, -3.478838, 5.857274], [1.939297, -5.419184, 2.966465], [3.252438, -5.126597, 4.121181], [1.807772, -6.045345, 4.620983], [2.765278, -3.314084, 6.045726], [1.318734, -4.236080, 6.545894], [1.173170, -2.556574, 6.018429], [-6.119226, 4.140711, -5.678276], [-5.110112, 3.285897, -4.939653], [-3.927936, 3.395030, -5.148232], [-5.659735, 2.298820, -3.937404], [-5.595932, 4.803493, -6.364684], [-6.800361, 3.506624, -6.248698], [-6.688761, 4.743934, -4.969008], [-6.321500, 1.591276, -4.441840], [-6.209721, 2.828686, -3.157650], [-4.842881, 1.748226, -3.474936], [3.276594, 0.969046, 4.679341], [3.030847, 0.146422, 5.916503], [2.223333, -0.757448, 5.932468], [3.837700, 0.493409, 7.146344], [2.640812, 0.618877, 3.868868], [3.049143, 2.018005, 4.879097], [4.318685, 0.874727, 4.369131], [3.633581, 1.521833, 7.447691], [4.902479, 0.378178, 6.937977], [3.562971, -0.174171, 7.961278], [-1.314579, -4.197290, -1.990793], [-0.640024, -3.551813, -3.180434], [-0.101738, -2.477569, -3.091892], [-0.671676, -4.313132, -4.486143], [-1.216865, -3.545523, -1.124942], [-2.374869, -4.351306, -2.199910], [-0.842379, -5.155767, -1.767082], [-1.704558, -4.472075, -4.801479], [-0.171859, -5.276715, -4.369815], [-0.154216, -3.736335, -5.249614]],
  "atomic_forces_ev_per_a": [[0.0, 0.1, 0.5], [0.0, -0.3, -0.4], [-0.2, -0.7, 0.5], [0.0, 0.2, 0.0], [0.0, 0.0, -0.3], [-0.5, -0.5, 0.3], [0.6, -0.3, -0.3], [-0.9, 1.4, 0.5], [1.4, -0.3, -0.7], [-1.1, -1.4, 0.4], [0.7, 0.9, -0.4], [-0.1, 0.0, -0.2], [0.1, -0.1, -0.2], [0.1, 0.1, 0.0], [0.1, 0.0, 0.0], [-0.2, 0.3, 0.1], [0.2, 0.2, -0.3], [-0.1, -0.1, 0.1], [0.0, 0.2, 0.1], [-0.1, 0.1, 0.1], [0.0, -0.1, 0.0], [0.0, 0.1, 0.1], [-0.2, 0.2, 0.1], [0.4, 0.2, 0.1], [-0.1, 0.0, -0.1], [0.0, 0.0, 0.1], [0.3, 0.4, -0.1], [0.0, 0.0, 0.0], [-0.1, 0.0, 0.1], [-0.2, -0.1, 0.0], [-0.1, 0.0, 0.1], [-0.2, -0.1, -0.1], [0.0, 0.0, 0.0], [-0.1, 0.1, -0.3], [0.0, 0.1, 0.0], [0.0, -0.5, 0.1], [-0.3, -0.4, -0.1], [0.0, 0.0, 0.0], [0.0, -0.1, 0.1], [0.1, 0.0, 0.1], [0.0, -0.1, 0.1], [0.2, -0.1, 0.0], [-0.1, 0.1, 0.0], [0.2, 0.1, -0.1], [0.1, 0.0, 0.0], [0.0, 0.0, -0.1], [0.3, -0.1, 0.0], [0.0, 0.0, 0.0], [-0.1, 0.0, 0.1], [-0.1, -0.1, 0.0], [-0.2, 0.1, 0.1], [-0.1, -0.1, 0.0], [0.0, 0.1, 0.0], [-0.3, -0.2, 0.0], [-0.1, 0.0, -0.2], [0.2, 0.6, 0.1], [-0.2, -0.2, 0.1], [0.1, 0.0, 0.0], [0.2, 0.0, 0.0], [0.0, 0.2, 0.1], [0.2, 0.1, -0.1], [0.0, 0.2, 0.0], [0.0, 0.0, 0.0], [0.1, 0.2, 0.1], [0.0, 0.1, 0.0], [0.0, -0.3, -0.1], [0.1, 0.2, -0.1], [0.0, 0.0, 0.0], [0.0, -0.2, 0.0], [-0.1, -0.1, -0.1], [0.0, -0.2, 0.0], [-0.1, -0.1, 0.0], [0.0, 0.0, 0.0]]
}